Here is a structure of composition CHAgBr4 from OMol25. Energies are from ωB97M-V/def2-TZVPD.

Positions of all 7 atoms, in Å:
1 Ag -1.6841 2.7689 -3.4149
2 Br 2.1895 -1.1662 0.4750
3 Br -0.9105 -2.0538 1.0911
4 Br -0.5228 0.4826 -2.4744
5 Br 0.4579 0.3907 2.8808
6 C 0.4343 -0.5733 1.0763
7 H 0.0357 0.1512 0.3661

Values from the calculation:
* energy relative to the best compared isomer or geometry (same formula, charge and spin): 0.000 eV
* spin multiplicity: 2
* molar mass: 440.50 g mol⁻¹
* E_tot: -10481.35539 a.u.
* <S²>: 0.753
* max |F|: 2.0 eV Å⁻¹
* gap between HOMO and LUMO (alpha / beta): 6.18 / 3.61 eV
* net charge: +1

***

Here is a structure of composition C7H6O6STm from OMol25. Energies are from ωB97M-V/def2-TZVPD.

Positions of all 21 atoms, in Å:
1 Tm -0.1551 -1.2232 -0.5709
2 S 0.0951 1.1218 1.3279
3 O 2.1239 -3.9117 0.3397
4 O -2.5398 -2.3050 1.7864
5 O 1.5318 -0.2383 -3.6682
6 O 1.0439 0.0021 0.5958
7 O -1.8535 -3.6721 -2.7000
8 O -2.9542 0.6728 -1.7576
9 C 0.9102 -0.6157 -2.7746
10 C -2.0416 0.0422 -1.3852
11 C -0.0265 2.3473 0.0319
12 C -1.2730 -2.9298 -2.0488
13 C 1.3231 -3.1653 0.0010
14 C 1.2985 1.8868 2.4547
15 C -1.7463 -1.9497 1.0389
16 H 0.1732 1.9282 -0.9678
17 H 2.1228 2.3830 1.9297
18 H 0.7098 3.1370 0.2267
19 H 0.6391 2.5999 2.9711
20 H 1.6437 1.0772 3.1364
21 H -1.0253 2.8123 0.0328

Values from the calculation:
* energy relative to the best compared isomer or geometry (same formula, charge and spin): 0.000 eV
* spin multiplicity: 3
* molar mass: 387.12 g mol⁻¹
* E_tot: -2203.99950 a.u.
* <S²>: 2.002
* max |F|: 8.3 eV Å⁻¹
* gap between HOMO and LUMO (alpha / beta): 8.51 / 8.58 eV
* net charge: +3

***

Here is a structure of composition C30H46BMnN6OS4 from OMol25. Energies are from ωB97M-V/def2-TZVPD.

Positions of all 89 atoms, in Å:
1 Mn 0.0681 0.3978 -0.0888
2 S -1.7405 3.3457 -3.4566
3 S 1.6003 1.5542 -1.4665
4 S 1.2294 3.3175 -3.8279
5 S -1.5950 1.5407 -1.1204
6 O -0.4516 4.7093 -5.3093
7 N -1.1322 -0.7749 1.0592
8 N 1.8150 -1.1541 1.6035
9 N 0.8132 0.9720 2.6298
10 N -0.5990 -1.0779 2.2954
11 N 0.4517 1.5576 1.4462
12 N 1.4427 -0.9412 0.3083
13 C -3.3065 -1.5826 -0.1721
14 C 2.3237 0.8754 5.5368
15 C 0.8573 3.1548 2.9223
16 C -2.5190 -2.1324 2.1440
17 C 3.2922 -4.1539 2.7218
18 C 3.5830 -2.0890 4.1338
19 C -0.3457 3.9555 -4.3996
20 C -1.0237 -1.7459 5.4948
21 C -0.8113 2.3711 -2.3705
22 C 0.4535 2.8973 1.6264
23 C -0.0449 1.7547 5.7806
24 C 1.0075 5.1484 0.7000
25 C -4.3343 -0.4385 -0.1471
26 C 3.2106 -2.2570 0.2936
27 C -1.3903 4.4519 0.9857
28 C 1.0363 1.9336 3.5487
29 C 2.8950 -1.9650 1.6153
30 C 2.2607 -1.6404 -0.4998
31 C 0.5805 2.3656 -2.5348
32 C 2.0781 -1.9215 -1.9743
33 C 3.6517 -2.6568 2.7266
34 C -2.3036 -1.4469 0.9562
35 C 0.0326 3.9669 0.6628
36 C 2.0445 -3.4473 -2.1665
37 C 0.8312 -1.3127 -2.6312
38 C -2.7496 -1.8648 -1.5735
39 C 1.2900 1.8742 5.0348
40 C -0.1120 -3.6727 4.1460
41 C -1.4247 -1.9105 2.9537
42 C -1.2236 -2.6268 4.2661
43 B 0.8293 -0.5817 2.6862
44 H 2.6359 1.1577 6.5436
45 H 3.5408 -4.6225 1.7690
46 H 3.2070 0.8837 4.8995
47 H -0.5804 0.8601 5.4738
48 H 0.3981 -2.0108 -3.3474
49 H 2.2274 -4.3043 2.9024
50 H -2.0844 3.6267 1.1367
51 H 3.7986 -1.0251 4.1421
52 H 1.0470 -0.3921 -3.1606
53 H -1.7697 5.0749 0.1714
54 H 2.9159 -3.9327 -1.7299
55 H -3.3898 -2.5792 -2.0931
56 H -1.7817 -0.9620 5.5434
57 H 1.1490 -3.8703 -1.7037
58 H 2.9659 -1.5472 -2.4878
59 H -3.3638 -2.7661 2.3676
60 H 1.9267 -0.1377 5.5857
61 H 0.7924 5.8330 -0.1213
62 H -0.0604 -4.2767 5.0547
63 H 0.8514 -3.1800 4.0102
64 H -1.1146 -2.3548 6.3962
65 H -0.2840 -4.3401 3.2987
66 H 3.8484 -4.6653 3.5102
67 H -5.1945 -0.6959 -0.7678
68 H 0.0537 3.5669 -0.3420
69 H 4.3318 -2.5883 4.7504
70 H -1.7604 -2.3105 -1.5173
71 H -4.6907 -0.2609 0.8687
72 H 0.9078 5.7087 1.6308
73 H 2.0413 4.8124 0.6040
74 H -0.0352 -1.2874 5.5054
75 H 4.6946 -2.5854 2.4097
76 H 2.6114 -2.2586 4.5998
77 H 0.0467 -1.1137 -1.8983
78 H 2.0256 -3.6794 -3.2324
79 H -3.8502 -2.4823 0.1107
80 H -1.3836 5.0544 1.8979
81 H -3.9053 0.4873 -0.5259
82 H -0.6813 2.6186 5.5817
83 H -2.1643 -3.1581 4.4108
84 H 1.1258 -0.9553 3.7664
85 H 4.0208 -2.8883 -0.0370
86 H 1.6847 2.8655 5.2578
87 H -2.7077 -0.9704 -2.1881
88 H 0.1335 1.7003 6.8573
89 H 0.9540 4.1253 3.3823

Values from the calculation:
* energy relative to the best compared isomer or geometry (same formula, charge and spin): 0.000 eV
* spin multiplicity: 4
* molar mass: 700.76 g mol⁻¹
* E_tot: -4343.05137 a.u.
* <S²>: 3.831
* max |F|: 0.5 eV Å⁻¹
* gap between HOMO and LUMO (alpha / beta): 7.02 / 6.36 eV
* net charge: +1

***

The highest molar mass belongs to which entry? C30H46BMnN6OS4